DFT (ωB97M-V/def2-TZVPD) results for one molecule with the formula C3H6N2S2.

Each line ends with the Löwdin charge.
Positions of all 13 atoms, in Å:
C 0.374 0.526 0.901  -0.340
C -0.647 0.641 -0.124  -0.213
C -1.540 -0.245 -0.596  -0.004
N 1.604 0.996 0.492  -0.161
N 2.609 0.379 0.094  -0.994
S 4.081 0.887 -0.168  0.740
S 2.301 -1.475 -0.156  0.729
H 0.089 1.328 1.640  0.136
H 0.425 -0.548 1.316  0.110
H -0.667 1.587 -0.795  0.132
H -1.538 -1.258 -0.318  0.030
H 3.521 -1.577 -0.585  -0.228
H -2.392 0.045 -1.235  0.061

Summary:
2S+1	3
<S²>	2.006
ΔE to the lowest compared entry with this formula, charge and spin	3.514	eV
total charge	0
M	134.23	g/mol
calculated total energy	-27851.9357	eV

=====

DFT (ωB97M-V/def2-TZVPD) results for C38H36BaClN7O5S4 as an isolated structure.

Each line ends with the Löwdin charge.
Positions of all 92 atoms, in Å:
Ba 0.265 0.223 -0.002  1.929
C -2.198 1.050 -4.799  -0.233
C -2.764 -0.325 -4.438  -0.216
N -2.974 -0.653 -3.045  -0.055
C -4.065 -0.033 -2.336  -0.282
C -4.112 1.498 -2.194  -0.474
S -2.708 2.276 -1.383  0.896
C -1.970 3.274 -2.693  -0.466
C -0.802 2.653 -3.475  -0.265
N -0.968 1.349 -4.094  -0.043
H -2.937 1.833 -4.624  0.077
H -2.050 1.031 -5.888  0.098
H -2.077 -1.078 -4.841  0.111
H -3.712 -0.446 -4.979  0.108
H -2.107 -0.686 -2.517  0.068
H -4.080 -0.474 -1.336  0.100
H -5.006 -0.322 -2.823  0.105
H -4.999 1.740 -1.601  0.061
H -4.239 1.982 -3.160  0.050
H -1.582 4.170 -2.205  0.069
H -2.783 3.599 -3.347  0.059
H 0.060 2.572 -2.806  0.089
H -0.533 3.406 -4.225  0.105
H -0.662 0.600 -3.483  0.053
Cl 2.678 -5.588 -4.309  0.538
C 1.849 -4.140 -3.690  -0.664
C 1.860 -2.965 -4.439  -0.134
C 1.230 -1.831 -3.963  -0.013
C 0.557 -1.830 -2.707  -0.403
O 0.018 -0.759 -2.232  -0.398
C 0.514 -3.063 -1.998  -0.176
C -0.272 -3.214 -0.731  -0.153
N -1.187 -2.400 -0.405  0.065
C -2.148 -2.699 0.591  -0.180
C -2.620 -3.950 0.845  -0.023
C -3.650 -4.180 1.805  -0.089
C -4.209 -3.147 2.483  -0.061
C -3.766 -1.820 2.223  -0.158
C -4.311 -0.702 2.898  -0.030
C -3.854 0.542 2.631  -0.041
C -2.835 0.700 1.655  -0.147
N -2.316 -0.309 1.000  0.022
C -2.754 -1.582 1.284  -0.147
C 1.192 -4.177 -2.478  -0.092
H 2.374 -2.947 -5.395  0.091
H 1.247 -0.899 -4.522  0.106
H -0.083 -4.115 -0.137  0.119
H -2.208 -4.782 0.283  0.104
H -3.987 -5.193 1.989  0.092
H -4.985 -3.311 3.224  0.100
H -5.089 -0.865 3.638  0.108
H -4.241 1.416 3.142  0.102
H -2.445 1.694 1.434  0.064
H 1.192 -5.090 -1.889  0.109
O -0.189 -1.384 4.018  0.008
C 0.628 -1.141 3.129  -0.624
O 0.385 -0.401 2.086  -0.521
C 2.054 -1.630 3.255  -0.163
C 2.543 -1.667 4.568  -0.084
C 3.862 -1.981 4.863  -0.145
C 4.712 -2.301 3.795  -0.138
C 4.234 -2.306 2.496  -0.152
C 2.894 -1.969 2.155  -0.627
S 2.392 -2.060 0.465  0.514
H 1.838 -1.436 5.360  0.103
H 4.217 -1.991 5.889  0.076
H 5.752 -2.562 3.981  0.081
H 4.893 -2.573 1.675  0.076
N 4.398 2.040 4.933  0.091
C 3.415 2.546 4.063  -0.312
C 3.646 3.683 3.288  -0.042
C 2.683 4.137 2.393  -0.075
C 1.476 3.453 2.287  -0.295
C 1.215 2.357 3.119  -0.045
C 2.176 1.913 3.998  -0.007
S 0.321 3.764 1.025  0.519
O -0.992 3.502 1.573  -0.333
O 0.581 5.085 0.489  -0.356
N 0.590 2.601 -0.039  -0.427
C 1.753 2.594 -0.837  -0.720
S 2.837 3.960 -1.162  1.013
C 3.800 2.964 -2.161  -0.448
C 3.278 1.720 -2.218  -0.246
N 2.126 1.500 -1.486  -0.091
H 5.338 2.232 4.623  0.076
H 4.284 1.050 5.110  0.071
H 4.603 4.193 3.358  0.101
H 2.871 4.996 1.761  0.093
H 0.273 1.821 3.046  0.107
H 1.986 1.030 4.600  0.110
H 4.693 3.334 -2.647  0.050
H 3.687 0.895 -2.788  0.107

Summary:
total charge	-2
M	971.80	g/mol
calculated total energy	-117221.6092	eV

=====

DFT (ωB97M-V/def2-TZVPD) results for FNO2 as an isolated structure.

Each line ends with the Löwdin charge.
Positions of all 4 atoms, in Å:
N 0.156 0.041 -0.012  -0.302
O 0.748 -0.671 0.651  0.243
O 0.199 1.025 -0.584  0.242
F -1.448 -0.514 -0.073  -0.183

Summary:
ΔE to the lowest compared entry with this formula, charge and spin	0.294	eV
total charge	0
M	65.00	g/mol
calculated total energy	-8297.7908	eV

=====

Question: M of number 2 (C38H36BaClN7O5S4)?
Answer: 971.80 g/mol

=====

Question: Which formula does entry 2 have?
Answer: C38H36BaClN7O5S4

=====

Question: Which value of total charge does entry 2 give?
Answer: -2

=====

Question: Among the records above, which one has the lowest total charge?
Answer: C38H36BaClN7O5S4